# 1
C34H34N7Sc | the ωB97M-V functional and the def2-TZVPD basis

HOMO energy (alpha / beta) = -7.0 / -5.1 eV
Kohn-Sham gap (alpha / beta) = 6.6940 / 5.2491 eV
LUMO level (alpha / beta) = -0.32 / 0.17 eV
Energy relative to the best compared isomer or geometry (same formula, charge and spin) = 3.37 kcal per mole

Geometry as ORCA input:
```
! RIJCOSX wB97M-V def2-TZVPD def2/J DEFGRID3
* xyz 0 1
Sc 0.2254 0.3822 -0.0637
C 4.4176 0.4388 -1.1872
C 5.1736 0.2929 0.0017
C 4.5390 0.0321 1.1738
C 3.1134 -0.0749 1.2313
N 2.4111 0.0844 0.0836
C 3.0678 0.3100 -1.0823
N 2.5750 -0.3194 2.4340
C 1.2827 -0.3952 2.7206
N 0.1661 -0.2347 1.9054
C -0.9871 -0.3510 2.6756
N -2.2650 -0.2003 2.3369
C -2.7321 0.1135 1.1256
C -4.1449 0.3240 1.0066
C -4.7025 0.6751 -0.1801
C -3.8847 0.8039 -1.3328
C -2.5575 0.5614 -1.1761
N -1.9671 0.2562 0.0106
C -0.5833 -0.6428 4.0263
C -1.3341 -0.8674 5.1875
C -0.6517 -1.1203 6.3545
C 0.7617 -1.1469 6.3849
C 1.5017 -0.9196 5.2476
C 0.8107 -0.6666 4.0569
H 4.8752 0.6354 -2.1452
H 6.2523 0.3847 -0.0206
H 5.0715 -0.0923 2.1060
H 2.4461 0.4072 -1.9690
H -4.7291 0.2089 1.9086
H -5.7689 0.8527 -0.2436
H -4.2838 1.0706 -2.2997
H -1.8916 0.6350 -2.0325
H -2.4151 -0.8358 5.1540
H -1.2004 -1.2989 7.2709
H 1.2641 -1.3463 7.3231
H 2.5836 -0.9292 5.2604
C -0.5221 3.2218 1.5645
C 0.3470 3.6382 0.3730
C 1.7185 4.0731 0.9303
C 0.5748 2.4635 -0.5579
C -0.2996 4.7739 -0.4250
C -1.6580 5.0631 -0.3267
C -2.2399 6.0646 -1.0954
C -1.4752 6.8006 -1.9843
C -0.1194 6.5211 -2.0990
C 0.4551 5.5208 -1.3325
H 0.0168 2.4955 2.1787
H -1.4597 2.7572 1.2524
H -0.7652 4.0682 2.2117
H 2.1312 3.2768 1.5533
H 1.6232 4.9735 1.5436
H 2.4375 4.2708 0.1360
H 1.1388 2.7876 -1.4419
H -2.2812 4.5041 0.3576
H -3.2991 6.2658 -0.9919
H -1.9269 7.5809 -2.5832
H 0.4957 7.0853 -2.7891
H 1.5113 5.3152 -1.4486
N 0.1494 -1.6790 -1.0323
C 0.0833 -2.8055 -0.7771
N -0.0648 -4.0226 -0.3369
C -0.8290 -4.1704 0.9317
C -0.7297 -5.6198 1.3653
C -1.3132 -6.5678 0.3137
C -0.9486 -6.1472 -1.1261
C 0.2467 -5.2101 -1.1490
H -1.8674 -3.8715 0.7634
H -0.3961 -3.4927 1.6678
H -1.2462 -5.7329 2.3186
H 0.3199 -5.8537 1.5584
H -2.3995 -6.5934 0.4136
H -0.9632 -7.5813 0.5126
H -1.7910 -5.6371 -1.5978
H -0.7294 -7.0193 -1.7429
H 0.4824 -4.8700 -2.1558
H 1.1391 -5.6933 -0.7450
*
```

# 2
C34H35Br3FMoN5O3 | the ωB97M-V functional and the def2-TZVPD basis

HOMO energy (alpha / beta) = -13.0 / -13.3 eV
Kohn-Sham gap (alpha / beta) = 6.2987 / 7.0500 eV
LUMO level (alpha / beta) = -6.73 / -6.26 eV

Geometry as ORCA input:
```
! RIJCOSX wB97M-V def2-TZVPD def2/J DEFGRID3
* xyz 2 3
Mo -0.8533 0.0185 0.2541
Br 3.7522 -1.4897 -1.1437
C 3.1753 -1.0361 0.5817
C 4.0871 -1.0491 1.6563
C 3.6824 -0.7310 2.9225
Br 4.9288 -0.7702 4.3290
C 2.3298 -0.3736 3.1783
C 1.7943 -0.0803 4.4500
C 0.4623 0.2055 4.5731
C -0.3507 0.2186 3.4343
N 0.1045 -0.0316 2.2172
C 1.4461 -0.3413 2.0853
C 1.8630 -0.6878 0.7817
O 0.9308 -0.7194 -0.1672
H 5.1152 -1.3237 1.4658
H 2.4426 -0.0956 5.3158
H 0.0200 0.4204 5.5347
H -1.3996 0.4427 3.5198
C 2.2773 1.9948 -3.4579
O 1.0455 1.2983 -3.1411
C 0.5461 1.3515 -1.9488
O -0.4893 0.6989 -1.7016
N 1.0847 2.1401 -0.9990
N 0.4958 2.0625 0.2778
H 2.4846 1.7415 -4.4908
H 3.0781 1.6254 -2.8177
H 2.1333 3.0713 -3.3688
H 1.8756 2.7454 -1.1583
H -0.0191 2.9180 0.4808
H 1.2331 1.9470 0.9714
C -2.2231 -2.9305 -3.4520
C -1.9857 -1.5460 -2.8258
C -1.7994 -0.5496 -3.9799
C -3.1385 -1.1731 -1.8968
C -4.3329 -0.7608 -2.4817
C -5.4517 -0.5259 -1.7118
C -5.4179 -0.7626 -0.3464
C -4.2675 -1.1941 0.3097
C -4.4498 -1.6870 1.7555
C -3.2307 -1.8539 2.6650
C -5.5223 -0.8853 2.5349
C -3.1105 -1.3190 -0.4963
N -1.8144 -1.6296 0.0966
C -1.5420 -3.0182 0.2186
C -2.3904 -3.9654 -0.3699
C -2.1402 -5.3200 -0.2638
C -1.0385 -5.7737 0.4486
C -0.2117 -4.8639 1.0881
C -0.4846 -3.5193 0.9799
F 0.2630 -2.6688 1.7101
H -1.4873 -3.1014 -4.2383
H -3.2125 -2.9787 -3.9096
H -2.1318 -3.7464 -2.7384
H -1.0571 -1.5931 -2.2520
H -2.5498 -0.7079 -4.7551
H -0.8267 -0.7111 -4.4444
H -1.8536 0.4940 -3.6736
H -4.3852 -0.6389 -3.5548
H -6.3747 -0.2032 -2.1757
H -6.3413 -0.6626 0.2042
H -4.8467 -2.6978 1.6026
H -2.6703 -0.9243 2.7462
H -2.5571 -2.6488 2.3668
H -3.5855 -2.1056 3.6644
H -5.1187 -0.5481 3.4882
H -6.3936 -1.4997 2.7562
H -5.8727 0.0072 2.0215
H -3.2579 -3.6290 -0.9179
H -2.8093 -6.0239 -0.7385
H -0.8341 -6.8323 0.5275
H 0.6277 -5.1785 1.6925
Br -3.1747 2.0152 2.8688
C -3.5110 2.2863 1.0385
C -4.5515 3.1524 0.7442
C -4.8375 3.4188 -0.5807
C -4.0681 2.7993 -1.5507
C -3.0546 1.9530 -1.1564
N -2.7424 1.6806 0.1308
H -5.1127 3.6045 1.5481
H -5.6426 4.0918 -0.8425
H -4.2486 2.9510 -2.6050
H -2.4685 1.4480 -1.9026
*
```

# 3
C34H35BrCaClN6O5PTe | the ωB97M-V functional and the def2-TZVPD basis

HOMO energy = -2.4 eV
Kohn-Sham gap = 5.8467 eV
LUMO level = 3.46 eV
Energy relative to the best compared isomer or geometry (same formula, charge and spin) = 21.48 kcal per mole

Geometry as ORCA input:
```
! RIJCOSX wB97M-V def2-TZVPD def2/J DEFGRID3
* xyz -2 1
Ca -1.3653 0.7073 -1.5013
Br 4.7787 3.6903 3.5889
C 2.9512 4.1548 3.8575
C 1.9756 3.1740 3.7999
C 0.6473 3.5168 4.0060
C 0.2763 4.8328 4.3096
C 1.2803 5.8003 4.3246
C 2.6116 5.4726 4.1019
N -0.9957 5.2031 4.8396
N -2.0606 4.5788 4.5086
C -2.2101 3.8899 3.3254
C -3.1656 2.8554 3.3798
C -3.2856 1.8963 2.4099
C -2.4625 1.9186 1.2441
O -2.4340 0.9781 0.4290
C -1.6684 3.1540 1.0334
N -1.1497 3.3158 -0.2053
C -0.5568 4.4484 -0.4917
C -0.4441 5.4993 0.4270
C -0.9304 5.3298 1.6942
C -1.5487 4.1152 2.0526
H 2.2448 2.1488 3.5825
H -0.1116 2.7472 3.9599
H 0.9983 6.8270 4.5310
H 3.3784 6.2357 4.1306
H -3.7494 2.7932 4.2938
H -3.9694 1.0631 2.5153
H -0.1789 4.5538 -1.5038
H 0.0156 6.4328 0.1263
H -0.8858 6.1398 2.4055
C 2.9496 -1.7610 -3.9513
C 1.9177 -0.8576 -4.5916
O 0.6867 -1.0627 -3.9001
P -0.6916 -0.3349 -4.3498
O -1.6632 -0.6893 -3.2644
Te -1.1839 -0.9082 -6.6044
O -0.2707 1.2243 -4.1614
C -0.1527 2.1542 -5.2704
C -1.4146 2.9507 -5.4951
H 3.8911 -1.7128 -4.5058
H 2.5900 -2.7936 -3.9522
H 3.1305 -1.4621 -2.9148
H 1.7936 -1.0841 -5.6495
H 2.2186 0.1893 -4.5017
H 0.1134 1.6033 -6.1660
H 0.6789 2.8058 -5.0029
H -2.2038 2.3020 -5.8802
H -1.2140 3.7457 -6.2227
H -1.7788 3.3729 -4.5587
Cl -3.1778 2.3718 -2.5235
C 2.2368 2.1020 -1.7744
C 1.8643 0.9961 -0.7768
C 1.9878 1.5036 0.6605
O 0.6060 0.4781 -1.0334
H 3.0547 2.7330 -1.4041
H 1.3565 2.7250 -1.9525
H 2.5353 1.6717 -2.7352
H 2.6380 0.2102 -0.8826
H 1.3435 2.3780 0.8183
H 3.0202 1.7864 0.8995
H 1.6649 0.7164 1.3484
N -0.0109 -6.5047 0.3968
C -0.0235 -7.6898 1.1020
C 0.5970 -8.9196 0.8982
C 0.3414 -9.9074 1.8305
C -0.5023 -9.6714 2.9314
C -1.1118 -8.4440 3.1201
C -0.8702 -7.4394 2.1855
N -1.3582 -6.1372 2.1282
C -0.8253 -5.6243 1.0572
C -1.0525 -4.2522 0.5465
C -0.3361 -3.7561 -0.5292
C -0.5962 -2.4741 -0.9839
N -1.5323 -1.6983 -0.4279
C -2.2073 -2.1721 0.6168
C -2.0015 -3.4396 1.1420
H 0.4803 -6.3165 -0.4577
H 1.2488 -9.0981 0.0514
H 0.7989 -10.8815 1.7105
H -0.6757 -10.4691 3.6431
H -1.7605 -8.2565 3.9672
H 0.4331 -4.3356 -1.0270
H -0.0424 -2.0454 -1.8130
H -2.9399 -1.4952 1.0425
H -2.5650 -3.7990 1.9926
*
```

# 4
C34H35ClN3NiO9STe | the ωB97M-V functional and the def2-TZVPD basis

HOMO energy (alpha / beta) = -2.1 / -2.1 eV
Kohn-Sham gap (alpha / beta) = 6.0091 / 6.0071 eV
LUMO level (alpha / beta) = 3.95 / 3.95 eV
Energy relative to the best compared isomer or geometry (same formula, charge and spin) = 108.54 kcal per mole

Geometry as ORCA input:
```
! RIJCOSX wB97M-V def2-TZVPD def2/J DEFGRID3
* xyz -2 2
Ni -2.5929 -2.9427 -0.9570
O -4.1509 0.8757 -1.5568
S -3.9954 -0.1838 -0.6101
O -4.4000 0.1310 0.7235
O -4.7255 -1.4362 -1.1653
O -2.4507 -0.6929 -0.5924
N 0.4652 -2.1422 -1.6030
C 1.1109 -3.1008 -0.8386
C 2.4645 -3.3322 -1.0291
C 3.1391 -4.2785 -0.2613
C 2.4675 -4.9933 0.7004
C 1.0953 -4.7769 0.9336
C 0.3837 -5.4815 1.9179
C -0.9470 -5.1956 2.1101
C -1.5655 -4.2421 1.3152
N -0.9410 -3.5624 0.3548
C 0.3891 -3.8067 0.1623
H -0.5349 -2.2251 -1.4680
H 0.6929 -2.1828 -2.5870
H 2.9810 -2.7574 -1.7880
H 4.1938 -4.4554 -0.4345
H 2.9875 -5.7424 1.2861
H 0.8835 -6.2375 2.5107
H -1.5109 -5.7127 2.8749
H -2.6102 -3.9844 1.4563
C 6.5253 2.1050 3.0818
C 5.2052 1.8342 2.4073
C 4.0496 1.6339 3.1476
C 2.8279 1.3663 2.5380
C 1.6238 1.1437 3.4097
C 2.7290 1.2947 1.1326
Te 0.8263 0.6312 0.1610
N -1.4386 0.3113 -0.9234
C -1.2620 0.6743 -2.2124
O -0.3127 1.4402 -2.4660
C -2.1571 0.2517 -3.3375
C -2.6001 1.2282 -4.2266
C -3.4828 0.9067 -5.2414
C -3.9249 -0.4015 -5.3985
C -3.4483 -1.3898 -4.5521
C -2.5616 -1.0630 -3.5396
C -0.1841 2.3530 0.9220
C 0.1277 3.6252 0.4250
C 1.2541 3.8216 -0.5485
C -0.6483 4.7188 0.7947
C -1.7454 4.5765 1.6298
C -2.6084 5.7565 1.9951
C -2.0521 3.3126 2.1078
C -1.2909 2.1956 1.7718
C -1.7039 0.8730 2.3542
C 3.9033 1.4949 0.3881
C 3.8998 1.4292 -1.1211
C 5.1116 1.7665 1.0254
H 6.4177 2.0591 4.1657
H 6.9053 3.0937 2.8138
H 7.2708 1.3674 2.7773
H 4.1011 1.6728 4.2325
H 1.9195 0.9859 4.4492
H 1.0697 0.2744 3.0564
H 0.9554 2.0043 3.3639
H -2.2747 2.2493 -4.0776
H -3.8387 1.6827 -5.9100
H -4.6520 -0.6472 -6.1633
H -3.7625 -2.4212 -4.6510
H -2.1789 -1.8695 -2.9252
H 1.0355 3.2399 -1.4460
H 2.1916 3.4624 -0.1268
H 1.3686 4.8740 -0.8165
H -0.4104 5.6971 0.3872
H -2.1715 6.6892 1.6372
H -2.7315 5.8222 3.0779
H -3.6002 5.6500 1.5506
H -2.9299 3.1802 2.7327
H -2.7501 0.6847 2.1254
H -1.5803 0.8705 3.4413
H -1.1242 0.0598 1.9263
H 2.8828 1.3033 -1.4899
H 4.5031 0.5846 -1.4638
H 4.3266 2.3404 -1.5476
H 6.0060 1.9188 0.4260
O -1.8316 -4.3146 -2.5405
Cl -3.1070 -4.7191 -1.8469
O -4.1641 -4.7203 -2.8611
O -2.9310 -6.0919 -1.3644
O -4.4062 -2.4149 -0.1118
*
```

# 5
C34H35N4O3ReS2 | the ωB97M-V functional and the def2-TZVPD basis

HOMO energy (alpha / beta) = -10.1 / -9.9 eV
Kohn-Sham gap (alpha / beta) = 6.2216 / 6.3942 eV
LUMO level (alpha / beta) = -3.89 / -3.48 eV
Energy relative to the best compared isomer or geometry (same formula, charge and spin) = 5.38 kcal per mole

Geometry as ORCA input:
```
! RIJCOSX wB97M-V def2-TZVPD def2/J DEFGRID3
* xyz 1 2
Re -0.0370 -0.0570 0.0626
C -1.6920 2.1266 -1.4083
N -1.8930 0.7628 -0.8305
C -2.8385 0.8572 0.3332
C -2.7595 -0.3853 1.1996
N -1.3923 -0.5117 1.8081
C -1.1930 -1.9058 2.3099
C -1.2819 0.4088 2.9574
C -1.9554 0.1466 4.1475
C -1.8299 1.0070 5.2234
C -1.0351 2.1422 5.1114
C -0.3906 2.4208 3.9228
C -0.5149 1.5583 2.8303
S 0.2185 1.9522 1.2945
C -2.4773 -0.1109 -1.8710
C -3.5341 0.3292 -2.6608
C -4.0688 -0.5004 -3.6316
C -3.5549 -1.7774 -3.8153
C -2.5259 -2.2284 -3.0118
C -1.9851 -1.3985 -2.0316
S -0.7494 -2.0030 -0.9366
H -2.6523 2.5935 -1.6217
H -1.1110 2.0308 -2.3210
H -1.1581 2.7376 -0.6883
H -3.8565 0.9957 -0.0371
H -2.5555 1.7391 0.9087
H -2.9392 -1.2818 0.6061
H -3.5080 -0.3394 1.9936
H -2.0197 -2.2012 2.9552
H -0.2638 -1.9394 2.8740
H -1.1445 -2.5902 1.4705
H -2.5816 -0.7286 4.2479
H -2.3512 0.7917 6.1457
H -0.9302 2.8169 5.9504
H 0.2119 3.3138 3.8183
H -3.9493 1.3182 -2.5308
H -4.8855 -0.1471 -4.2456
H -3.9648 -2.4243 -4.5789
H -2.1314 -3.2290 -3.1309
C 5.8594 -1.4518 2.6053
N 4.4092 -1.3339 2.6771
N 3.6536 -1.5487 1.5438
C 2.4696 -0.8951 1.6724
O 1.5532 -1.0889 0.8089
C 2.5189 -0.1749 2.8840
C 3.7379 -0.4516 3.4515
C 4.3530 0.1108 4.6830
C 3.9445 -2.5965 0.6158
C 4.0657 -2.2668 -0.7242
C 4.3227 -3.2762 -1.6390
C 4.4751 -4.5868 -1.2079
C 4.3657 -4.8971 0.1411
C 4.0886 -3.8999 1.0640
H 6.1099 -2.2545 1.9183
H 6.2364 -1.7074 3.5920
H 6.3100 -0.5210 2.2578
H 1.7546 0.4660 3.2857
H 3.6373 0.7544 5.1876
H 5.2347 0.7054 4.4383
H 4.6578 -0.6792 5.3698
H 3.9654 -1.2342 -1.0266
H 4.4162 -3.0329 -2.6890
H 4.6845 -5.3694 -1.9244
H 4.4860 -5.9184 0.4757
H 3.9806 -4.1283 2.1171
O 2.8969 1.1225 -0.4547
C 2.2471 0.9955 -1.4699
O 0.9568 0.6534 -1.4761
C 2.8234 1.1493 -2.8357
C 4.1317 1.6105 -2.9542
C 4.7099 1.7372 -4.2060
C 3.9848 1.3991 -5.3414
C 2.6819 0.9339 -5.2252
C 2.0985 0.8101 -3.9742
H 4.6781 1.8679 -2.0567
H 5.7244 2.1011 -4.2987
H 4.4365 1.4991 -6.3196
H 2.1211 0.6664 -6.1109
H 1.0865 0.4427 -3.8732
*
```

# 6
C34H35NO2P2PtS2Si | the ωB97M-V functional and the def2-TZVPD basis

HOMO energy (alpha / beta) = -13.4 / -13.6 eV
Kohn-Sham gap (alpha / beta) = 3.7508 / 4.4779 eV
LUMO level (alpha / beta) = -9.70 / -9.16 eV
Energy relative to the best compared isomer or geometry (same formula, charge and spin) = 54.28 kcal per mole

Geometry as ORCA input:
```
! RIJCOSX wB97M-V def2-TZVPD def2/J DEFGRID3
* xyz 2 1
Pt 0.5070 0.1654 0.7979
O 1.3468 0.8413 3.4078
N 0.7876 -0.3326 2.9526
C -0.1147 -0.8682 3.6927
C -0.6957 -2.1680 3.4486
C -1.1901 -2.8444 4.5752
C -1.6366 -4.1482 4.4923
C -1.6131 -4.8111 3.2739
C -1.1635 -4.1526 2.1412
C -0.7139 -2.8356 2.2079
P -0.2620 -2.0921 0.6062
C -1.7545 -2.0993 -0.4073
C -1.5908 -1.6577 -1.7257
C -2.6804 -1.5725 -2.5677
C -3.9426 -1.9054 -2.0937
C -4.1106 -2.3178 -0.7791
C -3.0236 -2.4074 0.0721
C 0.8749 -3.3101 -0.1053
C 2.1293 -3.4441 0.4903
C 2.9790 -4.4552 0.0815
C 2.5878 -5.3263 -0.9271
C 1.3557 -5.1684 -1.5445
C 0.4953 -4.1634 -1.1397
H 2.2320 0.8995 3.0062
H -0.3618 -0.3910 4.6418
H -1.1868 -2.3389 5.5291
H -2.0034 -4.6462 5.3761
H -1.9524 -5.8325 3.2003
H -1.1650 -4.6644 1.1875
H -0.5996 -1.3899 -2.0714
H -2.5487 -1.2443 -3.5869
H -4.7985 -1.8364 -2.7457
H -5.0914 -2.5728 -0.4098
H -3.1630 -2.7260 1.0945
H 2.4244 -2.7480 1.2636
H 3.9413 -4.5732 0.5556
H 3.2390 -6.1310 -1.2297
H 1.0513 -5.8393 -2.3330
H -0.4696 -4.0586 -1.6139
S -1.6839 1.1382 -0.1761
P -0.7693 2.9619 -0.1562
S 1.0921 2.6474 0.6171
C -0.6398 3.6440 -1.8316
C 0.4369 4.4659 -2.1468
C 0.4828 5.0724 -3.3900
C -0.5396 4.8564 -4.3028
C -1.6011 4.0196 -3.9884
C -1.6568 3.4069 -2.7489
C -1.7310 4.1372 0.8444
C -2.1783 5.3296 0.2876
C -2.8873 6.2182 1.0766
C -3.1482 5.9158 2.4060
C -2.7222 4.7107 2.9486
C -2.0102 3.8173 2.1705
H 1.2189 4.6330 -1.4192
H 1.3154 5.7136 -3.6398
H -0.5077 5.3398 -5.2663
H -2.3905 3.8419 -4.7032
H -2.4836 2.7585 -2.4900
H -1.9814 5.5587 -0.7500
H -3.2347 7.1456 0.6470
H -3.6881 6.6209 3.0185
H -2.9437 4.4665 3.9761
H -1.6744 2.8728 2.5778
C 2.7620 0.3762 -2.3942
Si 3.6798 -0.0089 -0.7596
C 5.1342 1.2336 -0.3836
C 4.7705 -1.6133 -1.0198
O 2.7413 -0.1718 0.4740
H 3.4312 0.4301 -3.2453
H 2.2396 1.3267 -2.3231
H 2.0217 -0.3919 -2.6030
H 5.7764 1.3034 -1.2531
H 5.7012 0.8788 0.4693
H 4.6966 2.1986 -0.1578
H 5.4873 -1.4367 -1.8091
H 4.0926 -2.4145 -1.2829
H 5.2760 -1.8359 -0.0903
*
```

Number 1: total energy -66941.972 eV. Number 2: total energy -264107.431 eV. Number 3: total energy -172599.069 eV. Number 4: total energy -130409.119 eV. Number 5: total energy -71726.168 eV. Number 6: total energy -92768.911 eV.